[1]
The following is a DFT calculation (the ωB97M-V functional and the def2-TZVPD basis) of C33H40FeN10O2S4Si as an isolated structure in a non-equilibrium geometry.

Last column: Löwdin spin population.
Element x y z (Å)
Fe1 0.264 -0.225 2.211  4.136
C1 3.521 -1.199 -3.805  0.000
Si1 3.847 -0.685 -2.031  0.002
C2 5.645 -1.231 -1.504  0.001
C3 3.777 1.145 -1.636  0.017
C4 2.545 -1.601 -0.904  0.014
C5 2.467 -2.990 -1.003  0.006
C6 1.594 -3.759 -0.192  0.016
C7 0.924 -3.098 0.830  0.009
N1 1.091 -1.772 1.062  0.091
C8 1.664 -0.988 0.067  0.045
S1 1.380 0.669 0.222  0.339
H1 4.042 -0.518 -4.574  0.000
H2 2.452 -1.165 -4.050  0.000
H3 3.887 -2.200 -4.045  0.000
H4 6.323 -0.499 -1.971  0.000
H5 5.891 -2.297 -1.766  0.000
H6 5.717 -1.085 -0.417  0.000
H7 4.530 1.607 -2.320  0.002
H8 4.130 1.271 -0.588  0.003
H9 2.816 1.636 -1.769  0.006
H10 3.216 -3.520 -1.600  0.000
H11 1.536 -4.832 -0.375  0.001
H12 0.209 -3.624 1.497  0.000
N2 3.238 1.364 4.607  0.007
C9 4.011 0.215 4.376  0.002
C10 5.392 -0.015 4.550  0.001
C11 5.819 -1.288 4.091  0.000
C12 4.945 -2.303 3.621  0.000
C13 3.525 -2.035 3.568  0.001
C14 3.123 -0.760 3.882  0.005
N3 1.816 -0.146 3.776  0.050
C15 1.933 1.098 4.229  0.009
C16 0.867 2.095 4.104  0.003
C17 0.687 3.322 4.688  0.004
S2 -0.929 3.885 4.264  0.006
C18 -1.147 2.519 3.296  0.010
N4 -0.149 1.623 3.277  0.051
H13 3.488 2.243 5.063  0.000
H14 6.091 0.739 4.931  0.000
H15 6.864 -1.565 4.270  0.000
H16 5.408 -3.222 3.287  0.000
H17 2.850 -2.829 3.366  0.000
H18 1.374 3.823 5.365  0.000
H19 -2.064 2.443 2.762  0.000
N5 -1.213 -5.231 -3.810  0.000
C19 -1.652 -4.071 -3.266  0.000
C20 -2.295 -4.127 -2.044  0.000
C21 -2.682 -2.964 -1.408  0.000
C22 -2.511 -1.749 -2.049  0.000
C23 -1.939 -1.651 -3.323  0.000
C24 -1.402 -2.790 -3.855  0.000
S3 -2.800 -0.294 -1.105  0.002
O1 -2.170 0.771 -1.848  0.000
O2 -4.215 -0.145 -0.775  0.004
N6 -1.931 -0.538 0.270  0.037
C25 -2.482 -0.947 1.417  0.010
N7 -1.658 -0.848 2.554  0.073
C26 -2.220 -0.960 3.751  0.009
C27 -3.579 -1.200 3.935  0.009
C28 -4.280 -1.497 2.771  0.006
N8 -3.752 -1.386 1.560  0.007
H20 -1.666 -6.095 -3.592  0.000
H21 -0.776 -5.237 -4.725  0.000
H22 -2.384 -5.080 -1.511  0.000
H23 -3.155 -2.952 -0.423  0.000
H24 -1.851 -0.695 -3.839  0.000
H25 -0.748 -2.710 -4.740  0.000
H26 -1.576 -0.820 4.622  0.001
H27 -3.959 -1.299 4.942  0.001
H28 -5.298 -1.825 2.717  0.000
C29 -0.974 3.706 -2.851  0.000
N9 -2.410 4.135 -2.711  0.000
C30 -2.757 5.347 -3.398  0.000
C31 -2.962 3.915 -1.451  0.000
S4 -2.236 4.376 -0.023  0.000
N10 -4.230 3.444 -1.499  0.000
C32 -4.783 2.705 -2.624  0.000
C33 -5.027 3.314 -0.281  0.000
H29 -0.779 3.682 -3.911  0.000
H30 -0.906 2.720 -2.379  0.000
H31 -0.329 4.376 -2.326  0.000
H32 -2.572 6.236 -2.818  0.000
H33 -3.817 5.327 -3.629  0.000
H34 -2.229 5.354 -4.347  0.000
H35 -4.169 2.810 -3.524  0.000
H36 -5.772 3.075 -2.886  0.000
H37 -4.847 1.649 -2.359  0.000
H38 -4.569 3.956 0.483  0.000
H39 -5.013 2.292 0.050  0.000
H40 -6.044 3.672 -0.455  0.000

Output
charge	+1
spin multiplicity	6
LUMO energy (spin up / spin down)	-3.26 / -4.93	eV
strongest force on any atom	3.111	eV/Å

=====

[2]
The following is a DFT calculation (the ωB97M-V functional and the def2-TZVPD basis) of C33H40IrN6O3SSbSe4Si as an isolated structure.

Last column: Löwdin spin population.
Element x y z (Å)
Ir1 -0.102 1.662 1.229  0.060
N1 -1.303 2.247 2.835  0.002
C1 -2.728 1.908 2.644  0.000
C2 -3.004 1.183 1.323  0.000
O1 -4.169 0.931 1.053  0.000
O2 -1.991 0.906 0.577  0.001
H1 -0.902 1.774 3.644  0.000
H2 -1.172 3.237 3.012  0.000
H3 -3.332 2.815 2.651  0.000
H4 -3.087 1.273 3.454  0.000
C3 0.088 -0.171 2.194  -0.001
Si1 -0.364 -1.821 1.391  0.000
C4 -1.353 -1.830 -0.231  0.000
N2 -0.778 -1.187 -1.406  0.000
C5 0.223 -2.030 -2.066  0.000
C6 0.181 -1.899 -3.582  0.000
C7 -1.190 -2.339 -4.101  0.000
C8 -2.335 -1.681 -3.296  0.000
C9 -1.776 -0.646 -2.321  0.000
C10 1.123 -2.975 1.228  0.000
C11 0.986 -4.172 0.515  0.000
C12 2.048 -5.049 0.356  0.000
C13 3.284 -4.748 0.915  0.000
C14 3.438 -3.581 1.646  0.000
C15 2.365 -2.713 1.805  0.000
C16 -1.578 -2.699 2.549  0.000
C17 -2.872 -2.190 2.707  0.000
C18 -3.800 -2.814 3.529  0.000
C19 -3.451 -3.970 4.215  0.000
C20 -2.174 -4.491 4.074  0.000
C21 -1.252 -3.862 3.248  0.000
H5 1.054 -0.289 2.691  -0.001
H6 -0.610 -0.149 3.046  0.000
H7 -2.277 -1.311 0.031  0.000
H8 -1.641 -2.878 -0.441  0.000
H9 0.043 -3.089 -1.822  0.000
H10 1.223 -1.802 -1.680  0.000
H11 0.968 -2.519 -4.015  0.000
H12 0.403 -0.873 -3.882  0.000
H13 -1.254 -3.427 -4.010  0.000
H14 -1.281 -2.112 -5.165  0.000
H15 -2.890 -2.435 -2.732  0.000
H16 -3.055 -1.200 -3.963  0.000
H17 -2.566 -0.200 -1.717  0.000
H18 -1.327 0.174 -2.898  0.000
H19 0.028 -4.428 0.075  0.000
H20 1.912 -5.967 -0.204  0.000
H21 4.119 -5.427 0.787  0.000
H22 4.388 -3.329 2.103  0.000
H23 2.529 -1.825 2.402  0.000
H24 -3.177 -1.295 2.172  0.000
H25 -4.795 -2.398 3.629  0.000
H26 -4.173 -4.461 4.857  0.000
H27 -1.893 -5.390 4.610  0.000
H28 -0.256 -4.279 3.153  0.000
Se1 4.734 -0.027 3.028  -0.011
Sb1 3.611 1.876 3.991  -0.011
Se2 1.703 2.843 2.268  0.451
Se3 1.743 1.425 5.449  0.479
Se4 4.753 3.953 4.245  -0.013
N3 5.600 0.356 -2.497  0.000
C22 4.386 0.453 -3.060  0.000
S1 4.154 0.352 -4.689  0.000
C23 3.267 0.626 -2.091  -0.001
C24 2.061 1.207 -2.481  0.000
C25 1.072 1.403 -1.547  0.000
N4 1.210 1.066 -0.254  0.005
C26 2.350 0.475 0.112  0.003
C27 3.387 0.232 -0.771  0.001
H29 6.396 0.307 -3.110  0.000
H30 5.753 0.636 -1.540  0.000
H31 1.914 1.513 -3.507  0.000
H32 0.129 1.849 -1.827  0.000
H33 2.475 0.235 1.151  0.000
H34 4.259 -0.259 -0.362  0.000
N5 -2.556 6.660 -3.476  0.000
C28 -1.384 6.663 -2.790  0.000
O3 -0.539 7.518 -2.954  0.000
C29 -1.169 5.534 -1.812  0.000
C30 -0.047 5.589 -1.001  0.001
C31 0.185 4.569 -0.095  0.015
N6 -0.628 3.513 0.032  0.003
C32 -1.710 3.457 -0.755  0.000
C33 -2.014 4.440 -1.679  0.000
H35 -2.734 7.442 -4.081  0.000
H36 -3.314 6.046 -3.247  0.000
H37 0.635 6.423 -1.084  0.000
H38 1.047 4.588 0.559  0.017
H39 -2.325 2.573 -0.653  0.000
H40 -2.897 4.302 -2.287  0.000

Output
charge	-1
spin multiplicity	2
LUMO energy (spin up / spin down)	1.09 / 0.54	eV
strongest force on any atom	0.892	eV/Å

=====

[3]
The following is a DFT calculation (the ωB97M-V functional and the def2-TZVPD basis) of C33H40MgN12O3S2 as an isolated structure.

Last column: Mulliken charge in e.
Element x y z (Å)
Mg1 1.787 -0.542 -0.917  3.572
N1 2.283 -2.551 -2.143  -0.310
N2 2.274 -2.521 -3.543  -0.571
C1 2.638 -1.383 -4.192  0.851
N3 2.845 -1.521 -5.502  -0.459
S1 2.803 0.097 -3.423  -0.462
H1 3.203 -2.806 -1.794  0.316
H2 1.611 -3.243 -1.835  0.361
H3 2.402 -3.400 -4.021  0.245
H4 2.720 -2.393 -5.991  0.189
H5 3.053 -0.697 -6.040  0.231
O1 3.880 -0.582 -0.611  -0.553
C2 4.849 0.491 -0.727  -0.862
C3 4.957 1.281 0.564  -0.846
C4 3.585 1.590 1.178  -0.316
C5 2.671 2.358 0.255  0.088
C6 2.602 3.742 0.341  -0.547
C7 1.724 4.443 -0.468  -0.680
C8 0.919 3.736 -1.347  -0.946
C9 1.048 2.364 -1.389  -0.276
N4 1.907 1.668 -0.618  0.650
H6 4.081 -1.124 0.166  0.148
H7 4.505 1.119 -1.541  0.442
H8 5.811 0.074 -1.013  0.361
H9 5.489 2.210 0.348  0.438
H10 5.556 0.736 1.298  0.409
H11 3.732 2.167 2.091  0.719
H12 3.093 0.657 1.461  -0.486
H13 3.232 4.262 1.051  0.574
H14 1.660 5.522 -0.405  0.457
H15 0.206 4.236 -1.989  0.551
H16 0.433 1.785 -2.067  0.299
C10 -0.912 0.952 3.978  -1.406
N5 -0.498 0.220 2.778  0.954
C11 0.225 0.660 1.749  -0.797
N6 0.327 -0.286 0.825  0.311
C12 -0.388 -1.312 1.381  -1.409
N7 -0.907 -1.047 2.554  -0.872
C13 -2.020 1.952 3.721  1.084
C14 -2.222 2.986 4.627  -1.007
C15 -3.264 3.884 4.441  -0.667
C16 -4.104 3.768 3.346  -1.035
C17 -3.895 2.740 2.433  -0.148
C18 -2.858 1.831 2.625  -0.064
C19 -4.763 2.611 1.265  0.660
N8 -5.792 3.308 0.936  -0.473
N9 -6.256 2.784 -0.267  -0.470
C20 -5.466 1.815 -0.569  0.751
O2 -4.492 1.641 0.357  -0.235
C21 -5.486 0.939 -1.737  -0.165
C22 -6.432 1.137 -2.740  -0.993
C23 -6.427 0.314 -3.852  -0.740
C24 -5.477 -0.693 -3.977  -0.817
C25 -4.538 -0.893 -2.976  0.986
C26 -3.496 -1.978 -3.111  -1.003
N10 -2.136 -1.445 -2.955  0.825
C27 -1.291 -1.558 -1.935  -0.445
N11 -0.187 -0.851 -2.164  -0.263
C28 -0.456 -0.296 -3.393  -0.637
N12 -1.622 -0.626 -3.892  -0.992
C29 -4.550 -0.080 -1.853  -0.175
H17 -0.037 1.452 4.388  0.487
H18 -1.235 0.196 4.690  0.356
H19 0.633 1.659 1.701  0.493
H20 -0.504 -2.283 0.922  0.827
H21 -1.568 3.091 5.488  0.477
H22 -3.417 4.683 5.156  0.421
H23 -4.919 4.463 3.186  0.548
H24 -2.731 1.024 1.913  0.758
H25 -7.156 1.935 -2.632  0.548
H26 -7.159 0.463 -4.636  0.419
H27 -5.469 -1.320 -4.862  0.394
H28 -3.552 -2.431 -4.097  0.434
H29 -3.623 -2.757 -2.360  0.245
H30 -1.502 -2.168 -1.072  0.321
H31 0.224 0.349 -3.927  0.619
H32 -3.824 -0.226 -1.059  0.691
O3 2.420 -2.232 0.621  -0.868
S2 2.017 -3.496 1.384  0.087
C30 1.850 -3.018 3.132  -0.421
C31 2.774 -3.931 3.931  -0.790
C32 4.036 -4.082 3.084  -0.627
C33 3.538 -4.449 1.690  -0.620
H33 0.800 -3.068 3.416  0.509
H34 2.184 -1.977 3.145  0.132
H35 2.305 -4.907 4.079  0.354
H36 2.976 -3.513 4.916  0.382
H37 4.703 -4.849 3.473  0.413
H38 4.589 -3.141 3.056  0.246
H39 3.252 -5.501 1.627  0.482
H40 4.221 -4.217 0.873  0.343

Output
charge	+2
LUMO energy	-4.53	eV
strongest force on any atom	0.530	eV/Å

=====

[4]
The following is a DFT calculation (the ωB97M-V functional and the def2-TZVPD basis) of C33H40N3OP2SSbSe4Ti as an isolated structure in a non-equilibrium geometry.

Last column: Löwdin spin population.
Element x y z (Å)
Ti1 -1.414 -0.661 0.283  0.938
N1 -3.123 -3.714 -0.944  0.000
C1 -2.074 -3.135 -0.375  0.008
O1 -1.380 -2.296 -1.011  0.013
C2 -1.676 -3.471 1.034  0.001
C3 -0.891 -2.280 1.583  -0.022
H1 -3.448 -3.334 -1.820  0.000
H2 -3.807 -4.168 -0.361  0.001
H3 -1.093 -4.399 0.969  0.001
H4 -2.568 -3.690 1.621  0.000
H5 0.187 -2.464 1.540  -0.002
H6 -1.163 -2.089 2.619  0.001
C4 2.056 2.141 -1.399  0.000
C5 0.569 2.178 -1.773  0.001
P1 -0.339 0.580 -1.805  0.006
C6 0.475 -0.342 -3.146  -0.001
C7 0.627 0.224 -4.412  0.000
C8 1.235 -0.488 -5.431  0.000
C9 1.690 -1.781 -5.198  0.000
C10 1.539 -2.354 -3.946  0.000
C11 0.937 -1.635 -2.919  0.000
C12 -1.968 1.010 -2.492  0.001
C13 -2.629 2.173 -2.099  0.000
C14 -3.971 2.351 -2.403  0.001
C15 -4.663 1.376 -3.104  -0.001
C16 -4.005 0.227 -3.521  0.000
C17 -2.669 0.039 -3.210  0.001
C18 2.327 1.823 0.075  0.000
P2 2.307 0.020 0.488  0.003
C19 4.023 -0.379 -0.055  0.001
C20 4.213 -1.010 -1.280  0.000
C21 5.492 -1.263 -1.760  0.000
C22 6.598 -0.898 -1.010  0.000
C23 6.422 -0.274 0.219  0.000
C24 5.145 -0.014 0.691  0.000
C25 2.530 0.032 2.306  0.000
C26 2.558 -1.212 2.937  0.000
C27 2.720 -1.310 4.311  0.000
C28 2.848 -0.160 5.077  0.000
C29 2.817 1.083 4.462  0.000
C30 2.660 1.179 3.085  0.000
H7 2.446 3.142 -1.596  0.000
H8 2.613 1.469 -2.061  0.000
H9 0.445 2.621 -2.765  0.000
H10 0.049 2.825 -1.063  0.000
H11 0.252 1.223 -4.608  0.000
H12 1.348 -0.041 -6.411  0.000
H13 2.161 -2.339 -5.997  0.000
H14 1.893 -3.360 -3.762  0.000
H15 0.823 -2.076 -1.940  0.000
H16 -2.112 2.929 -1.522  0.000
H17 -4.484 3.245 -2.073  0.001
H18 -5.716 1.507 -3.316  0.000
H19 -4.543 -0.534 -4.072  0.000
H20 -2.164 -0.873 -3.509  0.000
H21 1.575 2.327 0.686  0.000
H22 3.303 2.218 0.366  0.000
H23 3.354 -1.301 -1.868  0.000
H24 5.620 -1.751 -2.718  0.000
H25 7.596 -1.101 -1.377  0.000
H26 7.282 0.009 0.811  0.000
H27 5.020 0.469 1.653  0.000
H28 2.455 -2.113 2.343  0.000
H29 2.741 -2.284 4.783  0.000
H30 2.970 -0.232 6.150  0.000
H31 2.914 1.984 5.054  0.000
H32 2.634 2.159 2.627  0.000
C31 -3.202 3.189 1.230  0.007
N2 -2.994 2.423 2.447  0.000
C32 -2.014 1.550 2.630  0.009
S1 -0.734 1.465 1.463  0.007
N3 -2.036 0.824 3.744  0.005
C33 -0.923 0.101 4.330  0.000
H33 -4.070 3.826 1.392  0.004
H34 -3.392 2.534 0.376  0.002
H35 -2.336 3.815 1.018  0.000
H36 -3.797 2.337 3.075  0.000
H37 -2.925 0.807 4.237  0.000
H38 -0.197 -0.163 3.566  0.000
H39 -1.299 -0.808 4.796  0.000
H40 -0.425 0.708 5.088  0.000
Se1 -7.291 -1.948 1.579  0.220
Sb1 -5.840 -0.096 2.004  0.003
Se2 -6.993 1.585 0.563  0.780
Se3 -5.335 0.762 4.207  0.019
Se4 -3.763 -0.651 0.618  -0.009

Output
spin multiplicity	3
LUMO energy (spin up / spin down)	-0.31 / -1.70	eV
strongest force on any atom	1.340	eV/Å